Record 1
88
Properties=species:S:1:pos:R:3:forces:R:3 method="wB97M-V/def2-TZVPD" s_squared=6.122 homo_energy_ev="-4.734 / -6.063" total_charge=-1 gap_ev="6.34 / 6.66" spin_multiplicity=5 molar_mass_g_mol=954.9
Os -1.30398 -1.10999 0.49373 0.3 -0.2 -0.4
O -3.35790 -4.53388 -0.89065 0.1 0.0 0.1
C -2.66752 -3.53148 -0.83135 -0.4 -0.4 -1.5
O -2.24091 -3.01146 0.25148 0.6 1.4 1.3
C -2.22564 -2.88375 -2.15191 0.0 0.3 0.4
C -2.11125 -3.70561 -3.23924 0.1 -0.1 -0.5
C -1.68088 -3.20983 -4.48035 -0.1 1.0 1.3
C -1.33899 -1.87533 -4.61331 0.0 -0.2 -0.2
C -1.47466 -1.01527 -3.53818 -0.5 -1.3 0.7
C -1.97066 -1.47062 -2.26332 0.2 -0.8 -1.3
O -2.19581 -0.65285 -1.31752 -0.4 0.4 1.1
N -1.06207 0.33355 -3.71569 0.3 1.0 -0.2
O -1.27986 1.14622 -2.83605 0.0 0.1 -0.2
O -0.48041 0.61704 -4.75281 0.1 0.1 -0.2
N -1.57921 -4.07577 -5.60150 0.1 -0.5 -0.8
O -1.23167 -3.59383 -6.66841 0.0 0.0 -0.1
O -1.84516 -5.25597 -5.44837 0.0 0.0 0.0
H -2.36399 -4.75209 -3.14256 0.0 0.0 0.1
H -0.97032 -1.49257 -5.55507 0.0 -0.1 0.1
O -2.49142 -0.18010 4.74196 -0.1 0.2 0.4
C -2.11848 -0.69435 3.70428 0.8 -0.8 0.7
O -2.44931 -0.37025 2.53234 -0.3 0.0 -1.6
C -1.11672 -1.91312 3.82068 -0.5 0.4 -0.2
P -0.10663 -1.99408 2.29887 0.2 -0.3 0.9
C 0.29534 -3.75940 2.05291 0.1 0.1 -0.1
C -0.63109 -4.73578 2.42249 0.0 0.2 0.1
C -0.40258 -6.06986 2.14137 0.0 -0.1 0.0
C 0.74494 -6.45541 1.46951 0.0 0.0 0.1
C 1.64449 -5.48940 1.04970 0.1 -0.1 -0.1
C 1.41954 -4.15269 1.32755 -0.1 0.1 0.1
C 1.34629 -1.01921 2.83617 -0.1 0.1 -0.3
C 2.67847 -1.40614 2.87912 -0.1 -0.1 0.0
C 3.66028 -0.47631 3.19102 0.1 0.0 0.1
C 3.32255 0.83634 3.47216 0.0 0.0 0.1
C 1.98890 1.22084 3.47593 0.1 0.1 0.0
C 1.01245 0.29901 3.15938 0.0 -0.1 0.0
H -1.74237 -2.80206 3.90806 0.0 0.1 0.0
H -0.49951 -1.82312 4.71961 -0.1 0.0 -0.2
H -1.55460 -4.46275 2.91168 0.0 0.0 0.0
H -1.13309 -6.80919 2.43634 -0.1 0.0 0.0
H 0.93117 -7.50129 1.26916 0.0 0.0 -0.1
H 2.52188 -5.78499 0.49327 0.1 0.0 0.0
H 2.11374 -3.40983 0.96432 0.1 0.1 -0.1
H 2.96179 -2.42934 2.68513 0.0 -0.1 -0.1
H 4.69614 -0.78560 3.21373 0.0 0.0 0.0
H 4.09287 1.55768 3.70625 0.1 0.0 0.0
H 1.71287 2.24191 3.69937 0.0 0.0 0.0
H -0.02472 0.60042 3.17153 -0.1 0.1 -0.1
C -2.42658 2.32926 0.01857 0.2 -0.1 0.0
C -2.41032 3.70157 -0.56306 -0.2 0.1 -0.2
C -3.33472 4.65384 -0.14096 0.0 0.0 -0.1
C -3.27402 5.95349 -0.59638 0.1 0.1 -0.1
C -2.26592 6.32312 -1.48855 -0.1 -1.0 0.3
C -1.36788 5.36255 -1.95993 -0.1 0.2 0.0
C -1.45215 4.06386 -1.50562 -0.1 0.0 -0.1
C -2.16226 7.66712 -1.89860 0.0 0.8 -0.2
N -2.08345 8.77366 -2.19678 0.0 0.2 -0.1
H -2.30449 1.58736 -0.76995 -0.1 -0.1 0.1
H -3.37143 2.15704 0.53100 -0.1 -0.1 0.0
H -4.11050 4.36683 0.55412 0.0 0.0 0.1
H -3.99091 6.69218 -0.26743 0.0 0.0 0.0
H -0.61169 5.64669 -2.67913 0.0 0.0 0.0
H -0.77793 3.31279 -1.88241 0.1 0.0 -0.1
C 5.19343 0.75393 -1.54835 0.1 0.0 0.0
C 4.42762 0.07268 -2.48065 0.2 0.0 -0.1
C 3.12122 -0.26295 -2.19695 -0.2 0.1 0.2
C 2.51974 0.12426 -0.98909 0.6 0.2 -0.1
C 3.32152 0.78236 -0.04459 -0.1 -0.2 -0.1
C 4.63932 1.07893 -0.31844 0.1 0.1 0.0
C 1.15214 -0.25568 -0.73585 -0.4 -0.6 -0.2
C 0.13225 0.31025 0.01495 -0.5 -0.5 0.2
C 0.00285 1.67361 0.38022 -0.2 0.2 0.3
C -1.26173 2.12817 1.06118 -0.1 -0.2 0.0
C -1.09880 3.38979 1.83365 0.3 0.1 0.2
C -0.07645 4.23488 1.60905 -0.5 0.0 0.4
C 0.90430 3.91337 0.63082 0.4 -0.2 -0.3
C 0.93874 2.67006 0.05573 0.2 0.1 0.0
H 6.21609 1.02089 -1.76965 0.1 0.0 0.0
H 4.85959 -0.20353 -3.43046 0.0 0.0 -0.1
H 2.53677 -0.80880 -2.92266 -0.1 -0.1 -0.1
H 2.90233 1.03364 0.91525 -0.1 0.1 0.1
H 5.24787 1.56855 0.43011 0.0 0.1 0.1
H 0.89924 -1.18393 -1.25887 -0.1 0.0 0.2
H -1.64644 1.33822 1.71855 0.2 0.2 0.0
H -1.87644 3.62318 2.54508 -0.1 0.1 0.1
H 0.00661 5.16899 2.14910 -0.1 0.0 0.0
H 1.65143 4.64890 0.36882 0.1 0.0 0.0
H 1.73877 2.43042 -0.62464 0.0 0.1 -0.1

***

Record 2
90
Properties=species:S:1:pos:R:3:forces:R:3 method="wB97M-V/def2-TZVPD" homo_energy_ev=-2.050 total_charge=-2 gap_ev=5.94 molar_mass_g_mol=836.5
Ca -0.32136 -0.37334 0.18387 0.4 -0.2 -0.7
O -1.57348 -1.51475 1.62208 -0.2 0.0 0.0
C -2.80048 -1.14852 1.75884 0.0 0.1 0.2
C -3.84713 -2.11117 1.73162 0.0 0.0 0.1
C -5.17133 -1.76732 1.86862 0.0 0.0 0.0
C -5.55441 -0.43707 2.06223 0.0 0.0 0.0
C -4.56452 0.52327 2.10234 0.0 0.0 0.0
C -3.20707 0.21708 1.95458 0.0 0.0 0.0
C -2.28479 1.34276 1.99302 0.0 0.0 0.1
N -1.04235 1.27874 1.70119 -0.2 0.2 0.1
N -0.32006 2.46180 1.78899 0.0 0.0 0.0
C 0.84636 2.31808 1.20078 0.0 0.1 0.0
O 1.30618 1.28903 0.60641 0.0 0.0 0.2
C 1.70133 3.55869 1.19396 0.0 0.0 0.0
C 1.33158 4.72153 1.86904 0.0 0.0 0.0
C 2.11329 5.86288 1.77896 0.0 0.0 0.0
C 3.27228 5.86175 1.00913 0.0 0.0 0.0
C 3.64738 4.70616 0.33892 0.0 0.0 0.0
C 2.86795 3.56100 0.43648 0.0 0.0 0.0
H -3.55052 -3.14109 1.57126 0.0 0.0 0.0
H -5.92923 -2.54274 1.81433 0.0 0.0 0.0
H -6.59817 -0.16347 2.15010 0.0 0.0 0.0
H -4.83607 1.56706 2.23239 0.0 0.0 0.0
H -2.70742 2.31354 2.27286 0.0 0.0 0.0
H 0.41392 4.70831 2.44191 0.0 0.0 0.0
H 1.81332 6.76384 2.30248 0.0 0.0 0.0
H 3.87382 6.76006 0.92830 0.0 0.0 0.0
H 4.53927 4.69833 -0.27671 0.0 0.0 0.0
H 3.13141 2.64977 -0.08433 0.0 0.0 0.0
O 2.34197 -1.13070 -2.25269 0.5 0.4 -0.2
N 1.97450 0.15843 -2.54730 0.2 -0.1 0.0
C 2.95792 0.95747 -2.59036 0.0 0.0 0.0
C 2.78182 2.38929 -2.85539 0.0 0.0 -0.1
C 3.94405 3.11651 -3.12105 0.0 0.0 0.0
C 3.90726 4.47702 -3.36770 0.0 0.0 0.0
C 2.68505 5.13127 -3.35009 0.0 0.0 0.0
C 1.52543 4.42000 -3.08163 0.0 0.0 0.0
C 1.53625 3.04814 -2.82497 0.0 0.0 0.0
P 0.00815 2.09793 -2.38473 -0.1 0.0 0.1
C -1.22468 3.43284 -2.13144 0.0 0.0 -0.1
C -0.99697 4.38420 -1.13368 0.0 0.0 0.0
C -1.98212 5.28850 -0.77539 0.0 0.0 0.0
C -3.22761 5.24176 -1.39091 0.0 0.0 0.0
C -3.47392 4.28485 -2.36309 0.0 0.0 0.0
C -2.47947 3.38902 -2.73535 0.0 0.0 0.0
C -0.41854 1.50068 -4.07557 0.1 0.0 0.0
C -0.51789 2.36890 -5.16091 0.0 0.0 0.0
C -0.82941 1.89209 -6.42492 0.0 0.0 0.0
C -1.03931 0.53253 -6.61808 0.0 0.0 0.0
C -0.93397 -0.34016 -5.54661 0.0 0.0 0.0
C -0.62298 0.14014 -4.28170 -0.1 0.0 0.0
H 1.49455 -1.55133 -1.99293 -0.3 -0.3 0.0
H 3.96851 0.58975 -2.40458 0.0 0.0 0.0
H 4.89390 2.59259 -3.12542 0.0 0.0 0.0
H 4.82358 5.02029 -3.56598 0.0 0.0 0.0
H 2.62927 6.19721 -3.53651 0.0 0.0 0.0
H 0.58202 4.94842 -3.06089 0.0 0.0 0.0
H -0.04468 4.41058 -0.61855 0.0 0.0 0.0
H -1.78241 6.01127 0.00721 0.0 0.0 0.0
H -4.00804 5.93371 -1.09565 0.0 0.0 0.0
H -4.45115 4.20377 -2.82254 0.0 0.0 0.0
H -2.70748 2.63224 -3.47498 0.0 0.0 0.0
H -0.35723 3.43116 -5.01304 0.0 0.0 0.0
H -0.91239 2.58121 -7.25767 0.0 0.0 0.0
H -1.29088 0.15650 -7.60307 0.0 0.0 0.0
H -1.10590 -1.40016 -5.68451 0.0 0.0 0.0
H -0.54850 -0.54529 -3.44877 0.0 0.0 0.0
Cl 0.07987 -4.88877 -2.74948 0.0 0.0 0.0
C 0.90216 -4.56452 -1.24925 -0.1 0.1 0.0
C 1.61709 -5.60524 -0.64648 0.0 0.0 0.1
C 2.30622 -5.40299 0.51486 0.0 0.0 0.0
Cl 3.19635 -6.73384 1.23057 0.0 0.0 0.0
C 2.31254 -4.13187 1.13553 0.0 0.0 0.0
C 3.01463 -3.81348 2.31849 0.0 0.0 0.0
C 2.96360 -2.54239 2.81697 0.0 0.0 0.0
C 2.19572 -1.57536 2.14185 0.0 0.0 0.0
N 1.52815 -1.84785 1.05110 0.1 0.0 0.1
C 1.57219 -3.09266 0.52724 0.0 0.0 -0.1
C 0.82909 -3.27209 -0.71453 0.2 -0.4 0.2
O 0.21363 -2.29425 -1.25163 -0.1 0.2 -0.1
H 1.62289 -6.57830 -1.11895 0.0 0.0 0.0
H 3.59005 -4.58442 2.81406 0.0 0.0 0.0
H 3.49564 -2.27254 3.71977 0.0 0.0 0.0
H 2.12494 -0.55461 2.50301 0.0 0.0 0.0
B -4.46216 0.48659 -2.79634 0.0 0.0 0.0
C -3.16243 0.25774 -1.91292 0.0 0.0 0.0
N -2.18815 0.12290 -1.30408 -0.3 -0.1 -0.1
H -5.09459 1.40110 -2.29978 0.0 0.0 0.0
H -4.07317 0.78612 -3.91478 0.0 0.0 0.0
H -5.11020 -0.54053 -2.82058 0.0 0.0 0.0